[1]
13
Properties=species:S:1:pos:R:3:forces:R:3:lowdin_charge:R:1 method="wB97M-V/def2-TZVPD" energy_ev=-8809.700 e_above_lowest_kj_mol=80.0 e_lumo_ha=0.0353 homo_energy_ev=-10.3 total_charge=0 smiles="CCOC(N)=O"
O 0.405 -0.792 -0.090 -0.1 -0.1 -1.0 -0.050
O 0.925 1.137 -1.143 0.1 -0.1 0.2 0.059
N 2.492 0.195 0.186 -0.3 -0.1 0.0 0.167
C -1.820 0.137 0.055 0.4 0.0 0.3 -0.068
C -0.937 -0.715 -0.839 0.9 -0.1 0.3 -0.145
C 1.238 0.241 -0.384 -0.2 0.2 -0.5 -0.628
H -1.056 0.180 0.814 -0.6 0.9 1.2 0.068
H -2.711 -0.324 0.497 0.2 0.0 -0.5 0.078
H -0.717 -0.264 -1.805 -0.1 -0.2 0.1 0.107
H 3.063 1.013 0.011 -0.3 -0.3 0.1 0.110
H -2.020 1.152 -0.299 0.0 -0.3 -0.1 0.083
H -1.287 -1.750 -0.929 0.4 0.3 0.1 0.117
H 2.730 -0.356 0.993 -0.3 -0.1 -0.2 0.100

***

[2]
119
Properties=species:S:1:pos:R:3:forces:R:3:lowdin_charge:R:1 method="wB97M-V/def2-TZVPD" energy_ev=-81322.607 e_above_lowest_kj_mol=471.5 e_lumo_ha=0.0768 homo_energy_ev=-4.4 total_charge=-1
P -0.129 0.650 0.334 -5.2 1.5 2.2 -0.233
O -4.110 3.556 0.455 -2.1 -0.6 2.1 -0.026
O -0.174 1.494 1.621 0.0 2.2 2.7 -0.399
O 3.943 -0.694 1.306 2.6 -3.9 -0.7 0.042
O -5.752 2.320 1.332 1.0 0.4 -0.5 0.073
O 1.274 0.395 0.151 6.2 -1.7 -2.2 -0.353
O -2.498 -0.268 5.267 -0.2 -2.1 0.9 -0.048
O 1.512 5.145 3.042 -4.3 -4.8 3.4 -0.121
O 2.694 0.455 2.709 6.5 2.8 -3.0 -0.009
O 2.142 -1.561 -4.420 -0.4 1.1 0.0 -0.045
O 1.646 -4.387 -1.288 2.5 -1.0 -1.5 0.023
O -0.800 -0.638 0.636 -2.1 -2.5 0.2 -0.335
O 2.153 0.697 -5.038 -1.1 -4.2 2.6 -0.005
O -3.281 -2.782 -2.391 0.3 -1.1 -5.3 -0.030
O 0.868 -3.746 0.719 1.1 0.0 -0.2 0.083
O -2.677 -2.427 -4.619 0.0 -0.3 3.7 0.054
O -0.247 -0.702 5.567 -1.9 0.2 0.6 0.051
O -0.760 1.535 -0.720 0.0 0.9 -2.1 -0.377
O 0.283 4.997 -5.068 -2.3 -7.1 2.8 -0.105
N 1.017 -0.753 2.908 -0.7 -1.9 9.6 0.325
N 1.633 3.211 0.204 -10.9 -6.2 -2.2 0.283
C -4.623 2.364 0.888 0.3 -0.1 0.4 -0.496
C 2.630 -3.492 -5.773 -5.0 -0.1 -3.2 -0.057
C -0.497 2.649 -5.368 0.0 -2.5 -1.5 -0.060
C -1.427 -0.989 5.805 2.8 3.8 -4.4 -0.506
C 2.451 -5.567 -0.760 -1.5 2.7 -6.0 -0.122
C 1.961 0.101 -2.665 -1.6 -1.6 -0.9 0.017
C 0.220 -2.484 -1.239 -2.5 -6.8 -0.2 -0.009
C -0.112 3.621 -3.041 0.1 -3.5 0.6 -0.053
C -2.728 5.124 -0.606 5.1 -0.4 0.9 -0.061
C -1.445 -1.233 -2.926 -2.2 1.2 -1.1 -0.010
C -3.349 -2.278 -1.147 1.5 0.1 4.2 -0.297
C 2.239 -1.938 -5.806 0.7 -0.2 -0.4 -0.183
C 3.286 0.343 1.582 -2.9 2.9 2.3 -0.492
C -0.803 4.445 2.863 0.6 -6.6 8.2 -0.036
C -3.580 1.718 4.426 1.5 -0.2 0.2 -0.056
C -4.237 -3.246 -0.303 -0.9 0.7 -2.5 -0.045
C 2.982 -6.483 -1.807 -3.6 -1.9 -1.3 -0.044
C -2.915 3.600 -0.200 1.8 1.7 -4.3 -0.287
C 4.078 -1.821 2.185 -0.9 -1.2 3.2 -0.191
C -2.453 0.713 4.218 4.0 1.5 0.1 -0.243
C 1.016 -3.566 -0.475 -2.7 -0.2 0.4 -0.495
C 1.998 -0.245 -4.168 2.4 4.6 -1.6 -0.428
C -0.100 3.769 -4.526 3.3 8.2 -2.2 -0.373
C 0.766 3.234 4.643 -2.6 0.5 -1.7 -0.013
C -2.505 -2.200 -3.407 -0.9 0.8 -1.4 -0.391
C -1.802 -2.200 6.432 0.5 -1.5 -0.3 0.008
C 3.314 1.316 0.418 1.8 0.7 2.3 -0.037
C 0.534 4.333 3.573 3.7 4.8 -4.0 -0.331
C 4.841 -2.958 1.514 0.9 -0.1 0.4 -0.073
C -3.725 1.150 0.796 -0.6 -2.0 -1.0 -0.007
H -4.361 -2.945 0.719 0.0 0.2 0.4 0.061
H -3.526 0.801 -0.291 -0.3 0.8 1.7 0.110
H -2.283 -2.315 -0.689 -2.3 0.9 -0.3 0.105
H 5.179 -3.826 2.173 -0.9 1.3 -0.5 0.107
H -1.002 4.916 2.060 -0.4 4.2 -5.4 -0.033
H 1.163 -1.178 2.155 1.0 -6.2 -7.9 0.009
H -2.703 -2.435 5.818 0.8 -1.4 0.9 0.130
H -4.248 0.342 1.344 -0.2 0.3 -0.7 0.091
H -1.114 3.084 -2.918 1.4 0.4 0.8 0.099
H 0.165 -2.666 -2.342 2.0 -0.9 1.7 0.092
H 3.291 -6.234 -2.791 1.0 1.5 -0.3 0.067
H 0.340 2.315 -6.088 -1.0 0.5 1.5 0.115
H 3.530 -3.601 -5.341 3.0 -0.4 2.0 0.006
H 4.673 -1.619 3.161 -1.1 0.5 -1.6 0.147
H -2.757 1.070 1.277 0.6 1.2 -0.2 0.035
H 2.770 -3.861 -6.828 0.0 0.7 0.7 0.072
H -1.964 3.297 0.288 -1.1 -0.8 0.0 0.088
H -1.777 -0.407 -2.265 0.3 -1.0 0.6 0.105
H 1.842 -4.301 -5.415 1.4 2.2 -0.1 0.114
H -3.868 -4.252 -0.393 0.5 -0.4 0.3 0.059
H 2.458 2.176 0.690 7.6 -6.6 -1.2 0.041
H 1.524 -0.985 3.792 -1.3 -0.2 -1.3 0.175
H -1.323 1.073 4.273 -2.4 0.5 0.2 0.129
H -0.072 4.471 -2.417 -0.1 1.4 -0.1 0.030
H 2.281 -7.307 -2.168 -0.2 1.1 0.8 0.103
H -3.623 5.515 -0.941 -1.6 0.9 -1.1 0.024
H 2.870 0.610 -2.263 -0.7 -1.0 -0.6 0.095
H 0.509 3.235 0.104 1.7 -0.2 0.5 0.194
H 0.167 -0.406 2.920 -6.4 1.2 0.6 0.036
H -2.370 0.453 3.163 -0.7 -1.7 0.1 0.087
H -3.107 3.071 -1.232 1.1 0.5 1.9 0.148
H 1.059 2.371 4.020 -0.4 -0.1 0.5 0.080
H 1.087 0.697 -2.404 0.0 0.7 -0.4 0.052
H 0.674 -1.691 -0.901 1.8 5.2 1.2 -0.008
H 1.443 0.030 2.625 1.3 4.6 -1.0 -0.065
H 1.987 4.000 0.210 4.7 9.9 -0.2 0.038
H 3.620 -7.106 -1.306 2.6 -1.3 1.0 0.041
H 3.022 -2.183 2.567 2.1 0.7 -1.0 0.144
H 1.765 -5.847 -0.149 -4.2 -3.5 3.8 0.060
H 4.447 1.627 0.422 -1.7 0.1 -0.1 0.124
H -1.560 4.685 3.726 0.9 -0.8 -1.8 0.127
H -0.837 -2.772 6.679 -1.8 0.0 -1.3 0.141
H -2.335 5.772 0.250 -1.0 -1.0 -0.6 0.067
H 1.758 2.732 1.080 -2.6 1.0 1.9 0.086
H -5.216 -3.296 -0.868 0.6 0.2 1.0 0.089
H 0.749 2.919 -2.531 -2.3 1.1 -1.9 0.120
H -0.828 3.293 2.550 -0.8 1.5 0.5 0.102
H 1.541 3.529 5.232 2.6 0.8 1.5 0.029
H -3.464 2.447 3.560 -0.8 -0.8 1.3 0.094
H -1.337 2.795 -6.065 0.2 0.8 0.4 0.090
H -0.885 -2.474 -0.875 2.9 -0.1 -0.2 0.092
H 1.782 2.570 -0.577 0.2 0.0 -0.1 0.117
H -0.091 3.045 5.371 0.7 0.1 -1.6 0.107
H 4.305 -3.333 0.681 -0.7 -0.6 -0.8 0.040
H -3.776 -1.260 -1.124 0.4 -0.3 0.1 0.118
H -4.533 1.153 4.528 0.4 0.7 -0.6 0.090
H 3.119 0.672 -0.472 0.2 1.2 0.8 0.064
H 3.164 -5.269 -0.164 4.2 2.3 2.8 0.056
H -3.338 2.160 5.410 -0.6 0.4 -0.5 0.073
H -1.756 5.314 -1.346 -2.9 -0.9 1.3 0.110
H 5.766 -2.580 1.087 0.2 0.3 0.0 0.072
H 1.298 -1.546 -6.277 0.7 -1.2 0.1 0.132
H -2.066 -1.906 7.375 -1.6 0.5 2.7 0.058
H -1.113 -0.675 -3.765 0.3 0.3 -1.3 0.072
H -0.644 -1.853 -2.633 -0.6 1.3 0.0 -0.015
H -0.846 1.780 -4.743 0.7 0.7 -0.5 0.085
H 3.066 -1.320 -6.318 -1.0 -1.1 0.9 0.135
H 1.557 -0.844 -2.239 1.6 0.7 0.5 0.063